No. 1
Entry from the Open Molecules 2025 dataset: C5H9NO as an isolated structure (ωB97M-V/def2-TZVPD).

```
! wB97M-V def2-TZVPD RIJCOSX def2/J DEFGRID3
* xyz 0 1
O 2.5578 -0.2458 -0.5849
N 0.6882 -1.5630 1.1787
C 0.6941 1.1576 -0.2258
C -1.0697 -0.5983 -0.3935
C -2.5090 -0.3547 0.0202
C 1.7795 0.4027 0.2939
C -0.2085 -1.2353 0.4825
H 3.1255 -0.8630 -0.1056
H -2.9778 0.4291 -0.5871
H 0.0521 1.7007 0.4544
H -2.5826 -0.0502 1.0704
H -3.1295 -1.2566 -0.0940
H 1.8276 1.7635 0.0060
H 2.0045 0.3731 1.3517
H -0.9449 -0.9293 -1.4263
H 0.5782 1.2506 -1.2970
*
```

LUMO, eV: 0.59
HOMO-LUMO gap, eV: 7.5830

=====

No. 2
Entry from the Open Molecules 2025 dataset: one molecule with the formula C3H4N2O in a non-equilibrium geometry (ωB97M-V/def2-TZVPD).

```
! wB97M-V def2-TZVPD RIJCOSX def2/J DEFGRID3
* xyz 0 1
O -0.8779 0.4374 -1.0535
N -1.9969 -0.1092 -0.4789
N -1.6531 -1.1249 0.1905
C 0.1908 -0.1906 -0.5177
C 1.0178 0.8796 0.1089
C -0.2944 -1.2837 0.1391
H 1.7820 0.5111 0.7908
H 0.1982 -2.1094 0.6320
H 1.3729 1.6701 -0.5465
H 0.1406 1.2836 0.6607
*
```

LUMO, eV: 0.19
HOMO-LUMO gap, eV: 10.0883
Structure (SMILES): Cc1cnno1

=====

No. 3
Entry from the Open Molecules 2025 dataset: a 4-piece molecular cluster, C30H41F10N2O6P overall (ωB97M-V/def2-TZVPD).

```
! wB97M-V def2-TZVPD RIJCOSX def2/J DEFGRID3
* xyz 0 1
P 1.0040 -1.9044 1.3119
F 0.4415 -1.2010 -9.1080
F -1.7450 5.2044 0.1230
F -1.3368 0.0110 -8.8727
F -2.2260 3.0986 -0.0724
F 0.4212 0.4140 -7.6699
F 2.0616 1.2937 3.1961
F -1.7693 3.9348 1.8726
F 2.8378 3.1920 3.8800
F 3.1151 1.4108 5.0851
F 2.3692 -4.1523 2.2893
O 4.5197 0.6877 2.3187
O -0.8396 -2.7208 -7.3042
O 5.3457 2.3924 3.5477
O -4.4394 4.1946 1.9338
O -1.3348 -0.8516 -6.1364
O -4.3745 4.9908 -0.1792
N 3.5053 -3.4955 -2.2142
N -0.6791 -0.7208 -0.6415
C -2.5066 0.6568 1.8012
C -0.1531 1.1917 -2.0113
C 2.7194 -2.1727 3.5279
C -0.9969 0.1747 -1.5726
C -0.8502 -1.5357 -7.1589
C 6.7840 2.8602 1.6318
C 1.1013 1.2900 -1.4172
C -2.7159 -0.8225 2.0076
C 0.5037 -3.3429 0.2857
C 1.4388 0.3622 -0.4345
C -0.2497 -1.1380 2.4617
C -3.2037 -3.5458 2.4127
C 4.4069 1.5703 3.1164
C -3.9928 -1.3525 1.8811
C 3.0728 1.8805 3.8327
C -6.0636 6.5969 0.5450
C 0.5354 -0.6376 -0.0727
C -1.6552 -1.6826 2.3271
C 2.2999 -2.9358 -1.5715
C -3.8652 4.4637 0.9217
C -4.2463 -2.7015 2.0692
C -5.7900 5.2806 -0.1464
C -0.8401 -2.1529 -4.1316
C 1.7045 -2.9972 2.7653
C -2.3630 4.1760 0.7106
C 1.5955 -3.9194 -0.6351
C -1.9084 -1.6329 -5.0642
C 6.6645 2.2000 2.9865
C -1.9242 -3.0312 2.5393
C -0.3097 -0.5564 -8.2248
H -0.2603 -0.0748 2.2308
H 3.0428 -2.6433 4.4561
H 2.3458 -4.4626 -0.0607
H -4.8158 -0.6927 1.6298
H -1.9885 0.0911 -2.0117
H 1.7974 2.0679 -1.7078
H 1.0980 -4.6600 -1.2730
H 7.8062 2.7692 1.2665
H -1.1127 -3.6977 2.8068
H 0.0897 -1.2401 3.4940
H 6.5297 3.9180 1.6997
H 1.6214 -2.6602 -2.3830
H -5.5027 7.4011 0.0686
H 0.1955 -4.1383 0.9670
H 6.1170 2.3933 0.9082
H -3.3698 -4.6037 2.5756
H 7.3382 2.6543 3.7088
H 2.6115 -2.0363 -1.0440
H -6.0872 5.3142 -1.1918
H 0.9199 -3.3635 3.4368
H 3.6013 -2.0751 2.8856
H -0.2346 -1.3303 -3.7517
H 2.4066 0.4144 0.0573
H 4.2158 -3.6149 -1.4976
H -6.3126 4.4552 0.3350
H -0.1792 -2.8535 -4.6421
H 2.3027 -1.3168 1.2708
H 3.2955 -4.4447 -2.5129
H -0.4689 1.8714 -2.7927
H -1.8073 0.8539 0.9913
H -5.2460 -3.1013 1.9534
H -0.3706 -3.0751 -0.3070
H 6.8793 1.1335 2.9372
H -2.5766 -0.9446 -4.5507
H -2.1349 1.1167 2.7209
H 2.3578 -1.1589 3.7021
H -5.7767 6.5546 1.5948
H -3.4631 1.1263 1.5723
H -1.3005 -2.6625 -3.2849
H -7.1262 6.8299 0.4871
H -2.5068 -2.4389 -5.4868
*
```

LUMO, eV: 0.55
HOMO-LUMO gap, eV: 8.3727
Structure (SMILES): Cc1ccccc1C[PH](CCCN)(c1ccccn1)[C@H](C)F.CCOC(=O)C(F)(F)F.CCOC(=O)C(F)(F)F.CCOC(=O)C(F)(F)F

=====

No. 4
Entry from the Open Molecules 2025 dataset: one molecule with the formula C5H4N2 in a non-equilibrium geometry (ωB97M-V/def2-TZVPD).

```
! wB97M-V def2-TZVPD RIJCOSX def2/J DEFGRID3
* xyz 0 1
N 0.2201 0.4410 1.4477
N -0.7354 0.8353 0.6077
C 1.0265 0.5138 -0.6747
C -1.3529 -1.4920 -0.5243
C -1.1064 -0.4860 -1.1771
C 1.3035 0.2872 0.6793
C -0.3595 0.6621 -0.7073
H -1.6999 0.6936 0.8794
H -0.8655 -1.7327 0.4299
H 2.2180 -0.0925 1.1143
H 1.6866 0.3892 -1.5205
*
```

LUMO (spin up / spin down), eV: -0.27 / -0.27
HOMO-LUMO gap (spin up / spin down), eV: 8.5742 / 8.5753
Structure (SMILES): C#Cc1ccn[nH]1

=====

No. 5
Entry from the Open Molecules 2025 dataset: C22H38CdCl2F2O25S as an isolated structure in a non-equilibrium geometry (ωB97M-V/def2-TZVPD).

```
! wB97M-V def2-TZVPD RIJCOSX def2/J DEFGRID3
* xyz 1 2
Cd -2.8454 -1.5398 1.2690
Cl -4.0474 3.6593 2.9253
Cl -1.5186 4.2324 4.1300
S -1.1853 0.3712 0.4157
F 0.8251 3.5885 -2.3768
F -2.2857 2.7424 -3.4416
O -2.6083 0.0603 0.2584
O -6.5226 -3.1320 0.2074
O 5.0424 0.4433 2.2406
O 4.9382 0.7178 -4.7054
O -1.8526 -3.3731 -2.5771
O -0.9568 -0.6528 1.3724
O 1.7264 4.7971 0.0616
O 1.1942 0.3552 4.5980
O -1.0456 1.6603 0.9123
O 4.6086 -0.3656 -2.7172
O 2.3966 2.9422 -0.8915
O -3.1015 -0.1408 -4.3304
O -2.3260 -2.7538 -0.3721
O -4.9399 -1.6675 0.6671
O -4.2077 1.5468 -3.2440
O -0.3837 0.1561 -0.7787
O 2.3209 -0.6671 6.2748
O 5.7914 -1.6726 1.8728
O 3.7080 -1.1024 1.2227
O 4.0208 4.3572 -0.1401
O 2.8792 0.7141 -3.8633
O 0.1992 -1.3183 5.6923
O -0.3114 -3.7888 -1.0331
O -5.2385 0.3390 -4.8697
O -6.7148 -1.0956 -0.5387
C 3.4282 0.1893 5.8897
C -2.8759 1.6702 -2.8441
C -3.1444 -3.0879 -3.1309
C 4.1917 0.3615 -3.6255
C 7.1310 -1.3816 2.2868
C 0.1751 0.6507 3.7324
C -1.5514 -3.2626 -1.2572
C -6.3689 0.3053 -0.6358
C -2.3354 3.4491 2.7554
C 1.1251 -0.5937 5.5798
C 0.5774 4.0376 -0.0465
C 0.2786 -3.7255 0.2686
C -5.7787 -4.1231 0.6893
C 1.0368 3.0435 -1.1026
C -2.2077 0.4200 -3.3396
C 1.8572 0.0642 -3.0875
C -4.2881 0.5676 -4.2263
C 2.8188 4.0808 -0.3145
C 2.5337 -0.2750 1.0783
C 4.8628 -0.6753 1.7693
C 6.3850 1.0298 -4.5752
C -5.9541 -1.9601 0.1574
H 0.0002 -4.5634 0.9078
H 7.0723 0.2150 -4.3474
H -0.5115 -0.1914 3.6456
H -7.1865 0.9654 -0.9254
H -3.1225 -2.6577 -4.1321
H 3.6316 0.2762 4.8224
H -3.6899 -4.0313 -3.1556
H -5.7927 -4.0714 1.7780
H -4.7629 -4.1830 0.2986
H -1.2323 0.7071 -3.7323
H 1.6286 -0.8601 0.9149
H 7.6628 -0.6764 1.6479
H 2.5923 0.4938 0.3078
H -5.5242 0.4816 -1.3018
H 1.5464 0.6471 -2.2205
H -1.8840 3.7410 1.8072
H -0.2467 4.6537 -0.4063
H 4.3496 -0.2528 6.2687
H -2.2193 -0.2892 -2.5119
H -2.6249 1.6520 -1.7836
H 2.1812 -0.8037 -2.5132
H 2.3011 0.0255 2.0999
H 0.5125 1.0000 2.7566
H 6.5869 1.5831 -5.4924
H 1.0380 -0.2364 -3.7407
H 7.8833 -2.1419 2.4968
H -2.0930 2.3931 2.8747
H -3.6695 -2.4438 -2.4255
H -6.2219 -5.1149 0.6004
H 6.9889 -0.9048 3.2566
H 0.5359 2.0831 -0.9808
H -6.2353 0.7589 0.3463
H -0.1545 -2.8774 0.7990
H 1.3668 -3.6624 0.2769
H -0.4764 1.3926 4.1941
H 6.7195 1.8513 -3.9418
H 0.1766 3.6669 0.8969
H 3.4171 1.1762 6.3522
*
```

LUMO (spin up / spin down), eV: -5.28 / -9.28
HOMO-LUMO gap (spin up / spin down), eV: 7.2026 / 3.2022

=====

No. 6
Entry from the Open Molecules 2025 dataset: a 4-piece molecular cluster, C4H15NO4S overall in a non-equilibrium geometry (ωB97M-V/def2-TZVPD).

```
! wB97M-V def2-TZVPD RIJCOSX def2/J DEFGRID3
* xyz 0 1
S -2.2554 -0.1254 2.6090
O 0.1727 2.5206 -2.0527
O 2.6291 -0.9823 3.3951
O 0.8857 -1.8406 -1.0978
O 3.7084 2.3698 1.2400
N -0.9927 -2.5679 -2.1595
C -2.1249 -0.5731 0.8879
C -1.0030 0.1743 0.1138
C -0.8925 -0.2783 -1.3334
C -0.2525 -1.6458 -1.4486
H -0.0773 -0.0605 0.5987
H 0.4168 2.4736 -2.9784
H 2.6437 -0.9322 2.4381
H -1.8195 -1.6203 0.8081
H 3.4222 -0.5763 3.7506
H 3.8436 1.7315 0.5278
H -3.0863 -0.4453 0.3971
H -1.9859 -2.4309 -2.0767
H 3.1266 3.0051 0.8046
H -0.2027 0.4448 -1.7658
H -1.2599 1.2276 0.2318
H 0.8377 3.0200 -1.6094
H -1.8665 -0.1967 -1.8042
H -3.1820 0.8363 2.6612
H -0.6852 -3.5281 -2.1374
*
```

LUMO, eV: 0.13
HOMO-LUMO gap, eV: 9.0068
Structure (SMILES): NC(=O)CCCS.O.O.O

=====

No. 7
Entry from the Open Molecules 2025 dataset: a 15-piece molecular cluster, C49H98O19S4 overall in a non-equilibrium geometry (ωB97M-V/def2-TZVPD).

```
! wB97M-V def2-TZVPD RIJCOSX def2/J DEFGRID3
* xyz 0 1
S -4.8103 -2.5273 -2.6382
S 0.4273 -7.7179 0.7729
S 2.3658 -2.4840 1.1922
S 4.0509 3.0481 -1.6634
O -5.9468 -2.6631 -3.4792
O -7.2935 1.5098 0.7858
O 3.7573 1.3212 2.8753
O 4.7208 4.2177 -1.1560
O 1.4953 7.2761 0.0129
O 1.6305 5.4348 2.7160
O 4.0256 -0.8102 -4.3468
O -0.8365 -0.1640 -4.4240
O -3.5090 -2.2879 -3.2407
O -3.6023 4.6758 1.9593
O 0.7254 -8.5679 1.8901
O 2.6735 3.1919 -2.1726
O -1.0638 0.9044 4.0675
O 1.0719 -2.1829 1.7316
O -2.1229 0.9486 -1.3327
O 0.9734 -6.3782 0.7646
O 2.5773 -2.1905 -0.2461
O -1.4865 -5.3882 -2.0890
O -2.8280 -3.2711 3.7217
C -5.6056 2.5705 -0.6039
C -2.0196 0.7408 3.3641
C -2.5535 5.2369 1.9491
C -3.3284 1.4701 3.5164
C -6.5697 2.4685 0.5628
C 2.0993 7.6028 3.3487
C -2.1293 5.9987 0.6471
C 1.7933 6.9729 -1.1165
C -0.7531 -4.1480 -4.0180
C -1.5275 5.2468 3.0546
C -1.9329 -0.2779 2.2631
C 0.8975 5.9957 -1.9858
C -1.2976 0.9210 -4.5915
C 4.1964 -4.1602 2.3115
C 2.9742 7.6168 -1.6768
C 3.1663 -1.6551 -4.1762
C 0.7098 -8.5343 -0.8771
C 3.8153 6.0985 2.0995
C -4.6778 -3.9191 -1.4977
C -1.3526 -7.6698 0.6563
C 5.8629 1.0582 -2.1597
C -4.0438 -1.7852 -0.2426
C 2.6129 1.7935 3.0375
C 3.7547 -1.8140 2.0878
C 1.8199 -1.3190 -3.5801
C -4.0035 -3.2841 -0.2159
C 5.1876 2.2390 -2.8804
C -1.6751 -8.7103 -0.3208
C -6.7653 3.7400 1.3996
C -1.0424 1.4410 -1.1410
C -4.9937 -1.3423 -1.3661
C 2.8764 -4.2054 1.5574
C -2.8008 1.1734 -4.7424
C 0.0983 0.4857 -0.7903
C -0.6821 -8.7429 -1.4555
C -0.0116 -3.5113 -1.4327
C 2.4593 6.2747 2.7387
C 4.8802 0.4806 -1.1438
C -0.7327 2.8611 -1.2990
C -0.8213 -4.4147 -2.4448
C 3.3356 -3.1411 -4.4702
C -0.5169 2.2196 -4.5750
C 4.8943 -2.7975 2.0311
C -0.5644 -3.7949 3.7113
C -1.8669 -3.5770 4.3733
C 4.1639 1.6329 -0.5088
C 1.5878 1.7677 1.9497
C -1.8256 -3.7220 5.8953
C 2.1697 2.5193 4.2828
H 0.0268 5.9113 -1.3459
H -7.1257 4.4818 0.7018
H -4.1044 0.7558 3.7745
H -1.4269 6.2917 3.4092
H 2.7054 2.2637 5.2199
H 5.5702 -2.5371 2.8775
H -2.8324 1.9473 -5.4926
H -2.5213 5.4071 -0.1926
H 0.9891 0.8464 2.1977
H -5.6799 -4.2687 -1.2328
H -0.9525 -0.7779 2.3515
H 0.9390 0.7178 -1.4443
H 5.4288 -0.1331 -0.4820
H -1.4193 -4.8552 -4.4687
H 2.8497 7.9719 4.0885
H -2.5596 6.9860 0.6717
H 4.5715 1.9450 -3.7094
H 1.9025 -1.4555 -2.5074
H -1.6191 -7.9422 1.7256
H 4.6144 5.9759 2.8877
H -0.5556 -4.7812 3.1817
H 1.1378 -7.6408 -1.4196
H 0.3598 2.1358 -3.9025
H -0.3586 -3.0027 3.0070
H 1.4793 -0.3379 -3.8095
H 2.0861 -4.5924 2.1695
H -0.9158 -7.9506 -2.2115
H -1.6182 3.4452 -1.7065
H 3.3222 -1.8226 3.1179
H 0.0450 -3.9722 -0.4523
H 1.1258 -2.0124 -4.0592
H 3.9774 6.9784 1.4521
H 3.8961 -0.7423 1.7997
H 0.1826 2.9612 -1.8223
H -0.6890 -9.6808 -1.9884
H -1.1111 3.0566 -4.1689
H -6.0179 -1.2605 -1.0115
H 0.9802 2.6166 1.9419
H 3.5074 -3.6642 -3.4907
H 0.3137 -4.3340 -4.2761
H 1.0946 2.5184 4.4415
H 4.1990 -0.1730 -1.6455
H 1.9732 1.5417 0.9617
H -4.6306 -3.6338 0.5618
H -3.5692 1.9379 2.5489
H -0.5157 -2.5745 -1.3538
H 5.4107 -2.8370 1.0732
H 6.4568 0.4022 -2.8143
H -1.0632 6.1056 0.5744
H -3.1198 1.6867 -3.8824
H -2.7593 -0.9283 2.4062
H -5.2939 3.6058 -0.7174
H 3.1591 1.4412 -0.1799
H 3.6109 6.8822 -2.2356
H -2.8123 -3.5722 6.3647
H 4.0847 -4.1159 3.4351
H -5.8417 4.1578 1.8842
H -7.4963 3.4897 2.1993
H 4.8902 -4.9704 2.1355
H 2.6118 8.4785 -2.2732
H 4.7466 1.9955 0.3288
H -3.2658 2.1903 4.3124
H -0.4579 3.1596 -0.2843
H -0.2669 -0.5220 -0.9194
H -1.3832 -4.6400 6.3861
H 1.1225 7.5067 3.8164
H 5.8541 3.0485 -3.1616
H 2.4495 -3.5303 -4.9238
H -4.7473 -0.3595 -1.7596
H 2.8268 -4.7560 0.5987
H 6.6299 1.3781 -1.4565
H -3.5516 0.4300 -4.8904
H -1.7113 -9.6447 0.2171
H -5.9123 2.2605 -1.6078
H -2.6706 -8.6371 -0.7860
H -1.0927 -3.0089 6.2357
H 2.2532 3.6508 4.0217
H -0.5515 5.1116 2.6236
H -4.1189 -4.7272 -1.9100
H -3.0044 -1.4208 -0.4204
H 3.7736 5.2715 1.4275
H 1.2599 4.9502 -1.9141
H -0.1984 2.4782 -5.5914
H 4.2256 -3.2384 -5.1076
H -4.2791 -1.3385 0.7006
H 3.5709 8.0267 -0.8366
H -1.7794 4.7119 3.9260
H 0.4409 0.5724 0.2699
H -1.5990 -6.6180 0.4261
H 0.6808 6.4146 -2.9582
H 0.2210 -3.9703 4.5054
H -4.7333 2.0119 -0.3269
H 1.0027 -3.2990 -1.7300
H -1.0415 -3.1005 -4.3355
H -2.1289 0.1070 1.2356
H 1.2762 -9.4385 -0.6784
H 2.0802 8.3119 2.4639
H -3.0706 -3.7077 0.0122
*
```

LUMO, eV: 0.30
HOMO-LUMO gap, eV: 9.5795

=====

No. 8
Entry from the Open Molecules 2025 dataset: C7H15CrO13 as an isolated structure in a non-equilibrium geometry (ωB97M-V/def2-TZVPD).

```
! wB97M-V def2-TZVPD RIJCOSX def2/J DEFGRID3
* xyz -1 5
Cr 5.7792 16.2902 -27.8044
O 7.5732 13.3712 -30.2022
O 5.6219 17.9638 -31.7448
O 7.6165 18.7570 -25.1516
O 6.8622 14.6952 -28.5812
O 9.0323 14.7336 -29.1860
O 8.9030 18.2573 -26.9172
O 5.7125 17.5772 -29.5632
O 7.0597 17.0545 -26.4264
O 7.4986 18.4444 -30.6302
O 3.9974 15.4217 -28.6662
O 4.2231 17.3904 -26.7495
O 5.6131 11.6512 -26.0555
O 5.3937 14.3426 -26.2981
C 2.9470 16.7439 -26.9178
C 7.8789 14.3590 -29.2740
C 7.9054 17.9890 -26.2711
C 6.5532 13.7980 -25.7182
C 6.3584 18.0038 -30.5699
C 2.8063 16.0711 -28.2663
C 6.8007 12.4309 -26.2660
H 8.4279 13.1851 -30.6027
H 4.2926 17.6117 -25.8154
H 7.0193 12.5067 -27.3382
H 3.8429 14.8061 -29.3866
H 7.6674 11.9251 -25.8272
H 7.3854 14.4635 -25.9352
H 4.6009 14.0014 -25.8792
H 1.9367 15.4074 -28.1614
H 5.8676 10.7268 -26.0409
H 6.4603 13.6911 -24.6265
H 2.8450 16.0198 -26.1023
H 6.2458 18.2792 -32.4074
H 2.5202 16.7953 -29.0378
H 2.1238 17.4613 -26.8462
H 8.3552 19.3762 -25.1146
*
```

LUMO (spin up / spin down), eV: 2.08 / 2.07
HOMO-LUMO gap (spin up / spin down), eV: 6.0201 / 7.2437